Below is C41H62N11O6PTi as an isolated structure at a distorted geometry, with properties calculated with ωB97M-V with the def2-TZVPD basis set.

Its expectation value of S² is 0.755. The value obtained for the LUMO energy (alpha / beta) is 2.256 / 2.256 eV. As for the energy relative to the best compared isomer or geometry (same formula, charge and spin): 42.76 kcal/mol. As for the highest occupied orbital energy (alpha / beta): -0.1221 / -0.1572 Eh.

```
! wB97M-V def2-TZVPD RIJCOSX def2/J DEFGRID3
* xyz -1 2
Ti 0.9014 -0.3590 0.3776
C 3.3837 0.3607 2.5640
N 2.6792 0.9080 1.3887
C 3.7055 1.4278 0.4852
C 1.7962 1.9199 1.9457
C 2.2005 3.2294 2.1298
C 1.5006 4.0904 2.9687
C 0.4661 3.5690 3.7260
C 0.0300 2.2702 3.5218
C 0.5812 1.4462 2.5213
N 0.0880 0.2178 2.1237
C -1.2571 -0.1117 2.3662
C -2.2428 0.8924 2.4909
C -3.5671 0.6267 2.7731
C -4.0132 -0.6788 2.8741
C -3.0910 -1.6899 2.6888
C -1.7404 -1.4476 2.4570
N -0.8768 -2.5906 2.4018
C -1.3363 -3.6435 1.5055
C -0.6878 -3.1214 3.7439
H 3.9521 1.1555 3.0633
H 4.0777 -0.4224 2.2490
H 2.6717 -0.0473 3.2687
H 4.4665 1.9997 1.0319
H 3.2601 2.0590 -0.2733
H 4.1920 0.5857 -0.0055
H 3.0860 3.5963 1.6272
H 1.8112 5.1222 3.0741
H -0.0194 4.1791 4.4792
H -0.7593 1.8750 4.1447
H -1.9458 1.9157 2.3208
H -4.2645 1.4471 2.8985
H -5.0495 -0.9051 3.0926
H -3.4245 -2.7192 2.7528
H -2.1379 -4.2625 1.9390
H -0.4937 -4.3052 1.2768
H -1.6878 -3.2134 0.5721
H -1.6302 -3.5001 4.1754
H -0.2872 -2.3452 4.3931
H 0.0201 -3.9542 3.7156
O 1.3030 -4.7527 -3.5468
C 1.2259 -3.7938 -2.8244
C 2.3724 -2.9126 -2.3652
O 3.5572 -3.0758 -2.6320
C 1.7667 -1.9359 -1.5001
C 0.3777 -2.1963 -1.3264
O -0.2758 -1.4727 -0.4619
C -0.0550 -3.2890 -2.1554
O -1.1670 -3.7575 -2.3115
O 2.2987 -0.9498 -0.8328
O 2.6398 1.8509 -2.3795
H 1.8459 1.7009 -1.7975
H 3.0685 0.9881 -2.4024
C 2.3731 -6.4327 1.5048
C 3.5052 -6.1407 2.4877
C 3.0093 -6.1775 3.9332
C 4.1938 -4.8029 2.1474
N 3.2903 -3.6730 2.1067
C 2.7013 -3.0994 1.0513
N 1.9005 -2.1538 1.4841
N 2.0139 -2.1582 2.8215
N 2.8393 -3.0517 3.2118
H 1.9692 -7.4305 1.6765
H 2.7223 -6.3812 0.4710
H 1.5556 -5.7187 1.6242
H 4.2793 -6.9047 2.3665
H 2.3459 -5.3401 4.1399
H 3.8460 -6.1186 4.6321
H 2.4640 -7.1033 4.1213
H 4.6548 -4.8721 1.1624
H 4.9661 -4.5842 2.8852
H 2.8876 -3.3863 0.0299
N 0.4157 1.1793 -0.6020
P -0.7527 1.7061 -1.4690
N -2.3460 1.6430 -0.9031
C -3.2952 2.7483 -0.9915
C -4.4380 2.5341 -0.0090
C -5.2203 1.2445 -0.3240
C -4.4058 0.2926 -1.2097
C -2.9325 0.2922 -0.8155
N -0.6258 3.4075 -1.6873
C 0.1756 3.8932 -2.8098
C -0.0760 5.3882 -2.9922
C 0.2997 6.1430 -1.7177
C -0.4672 5.5664 -0.5284
C -0.2186 4.0644 -0.4388
N -0.8887 1.0769 -3.0189
C 0.1018 0.1797 -3.6078
C 0.3044 0.5234 -5.0779
C -0.9969 0.2624 -5.8647
C -2.2105 0.2930 -4.9245
C -2.0349 1.3783 -3.8697
H -3.7144 2.8641 -2.0038
H -2.7728 3.6724 -0.7629
H -5.1040 3.4000 -0.0338
H -4.0052 2.4743 0.9887
H -6.1601 1.4873 -0.8268
H -5.4686 0.7342 0.6083
H -4.5132 0.5786 -2.2595
H -4.7876 -0.7255 -1.1156
H -2.3710 -0.3866 -1.4631
H -2.8448 -0.0988 0.2002
H -0.1153 3.3497 -3.7086
H 1.2491 3.7234 -2.6505
H -1.1380 5.5422 -3.2074
H 0.5046 5.7557 -3.8429
H 0.0925 7.2109 -1.8307
H 1.3737 6.0258 -1.5391
H -1.5385 5.7520 -0.6580
H -0.1502 6.0403 0.4043
H -0.7736 3.6199 0.3919
H 0.8452 3.8852 -0.2358
H -0.2196 -0.8667 -3.5322
H 1.0305 0.2742 -3.0556
H 1.1265 -0.0693 -5.4826
H 0.5920 1.5747 -5.1531
H -0.9503 -0.7099 -6.3600
H -1.1184 1.0204 -6.6429
H -2.3193 -0.6703 -4.4213
H -3.1301 0.4762 -5.4840
H -2.9315 1.4493 -3.2577
H -1.9087 2.3493 -4.3756
*
```

---

Below is C41H63AlGeN7O3P3 as an isolated structure, with properties calculated with ωB97M-V with the def2-TZVPD basis set.

The value obtained for the LUMO energy is -9.139 eV. As for the energy relative to the best compared isomer or geometry (same formula, charge and spin): 23.73 kcal/mol. As for the highest occupied orbital energy: -0.6578 Eh.

```
! wB97M-V def2-TZVPD RIJCOSX def2/J DEFGRID3
* xyz 4 1
Al 0.6471 -0.3018 0.6260
O 2.0737 0.2077 1.5382
P 3.1856 1.2533 1.2500
C 2.3667 2.6191 0.3660
P 1.3749 2.1503 -1.0818
O 0.5813 0.8652 -0.6971
C 0.2360 3.4662 -1.4029
C 0.4760 4.3572 -2.4496
C -0.3676 5.4442 -2.6293
C -1.4394 5.6383 -1.7708
C -1.6852 4.7451 -0.7305
C -0.8496 3.6602 -0.5410
C 2.4178 1.8668 -2.4844
C 1.8802 1.1437 -3.5529
C 2.6339 0.9467 -4.6972
C 3.9169 1.4765 -4.7830
C 4.4489 2.2062 -3.7279
C 3.7023 2.4052 -2.5779
C 3.8524 1.8882 2.7555
C 4.3339 3.1967 2.8450
C 4.9445 3.6214 4.0138
C 5.0778 2.7456 5.0836
C 4.6013 1.4425 4.9948
C 3.9902 1.0065 3.8317
C 4.4499 0.5439 0.2267
C 4.1203 -0.4076 -0.7435
C 5.1042 -0.8976 -1.5825
C 6.4144 -0.4450 -1.4604
C 6.7461 0.4926 -0.4929
C 5.7670 0.9877 0.3560
H 3.0886 3.3839 0.0721
H 1.6779 3.0908 1.0754
H 1.3136 4.2085 -3.1196
H -0.1831 6.1413 -3.4352
H -2.0878 6.4938 -1.9074
H -2.5204 4.9115 -0.0634
H -1.0360 2.9685 0.2739
H 0.8746 0.7433 -3.4915
H 2.2208 0.3937 -5.5303
H 4.5002 1.3293 -5.6824
H 5.4427 2.6261 -3.8039
H 4.1361 2.9778 -1.7684
H 4.2434 3.8898 2.0174
H 5.3191 4.6329 4.0900
H 5.5607 3.0796 5.9922
H 4.7178 0.7660 5.8303
H 3.6322 -0.0131 3.7559
H 3.1052 -0.7761 -0.8476
H 4.8576 -1.6341 -2.3358
H 7.1822 -0.8349 -2.1157
H 7.7688 0.8285 -0.3887
H 6.0355 1.7028 1.1239
C 1.5564 -2.3838 -2.8085
N 1.9620 -3.2721 -1.7229
C 2.9252 -4.3066 -2.1153
P 1.0964 -3.3817 -0.3501
O 0.8085 -1.9400 0.1425
N 1.9339 -4.1387 0.8121
C 3.1547 -3.5403 1.3583
C 1.8006 -5.5752 1.0839
N -0.3322 -4.1101 -0.6103
C -0.5301 -5.0943 -1.6794
C -1.3209 -4.1833 0.4668
H 2.4260 -1.8404 -3.1844
H 0.8235 -1.6602 -2.4536
H 1.1200 -2.9479 -3.6370
H 3.8428 -3.8364 -2.4689
H 2.5256 -4.9299 -2.9180
H 3.1702 -4.9440 -1.2697
H 3.1438 -2.4592 1.2277
H 4.0461 -3.9451 0.8726
H 3.2130 -3.7619 2.4241
H 0.9174 -5.9808 0.5979
H 1.7112 -5.7336 2.1583
H 2.6757 -6.1212 0.7255
H 0.1788 -4.9318 -2.4869
H -1.5377 -4.9840 -2.0796
H -0.4180 -6.1166 -1.3116
H -1.1237 -3.4173 1.2152
H -1.3059 -5.1601 0.9557
H -2.3175 -4.0236 0.0540
N -3.6715 0.0916 5.4001
C -2.5070 0.0913 4.7796
N -1.3754 0.1858 5.4712
N -2.5393 -0.0068 3.4360
C -1.5826 -0.0542 2.6277
N -0.7889 -0.1187 1.7642
H -3.7519 0.1586 6.4026
H -4.5169 0.0073 4.8593
H -1.3739 0.2475 6.4777
H -0.4844 0.1845 5.0066
C -3.0638 3.9139 -4.9418
C -2.6854 2.4565 -5.1771
C -3.7387 1.4628 -4.6858
C -3.9823 1.5906 -3.1722
Ge -4.9858 0.1591 -2.3499
C -6.6296 0.3987 -1.3724
C -7.7823 0.6736 -2.3535
C -7.9186 -0.4336 -3.3898
C -6.7065 -0.5277 -4.2965
H -2.3525 4.5812 -5.4266
H -3.0782 4.1692 -3.8796
H -4.0487 4.1357 -5.3570
H -1.7291 2.2331 -4.6888
H -2.5333 2.2865 -6.2442
H -3.4202 0.4454 -4.9324
H -4.6723 1.6406 -5.2230
H -4.4627 2.5363 -2.9194
H -3.0149 1.5659 -2.6535
H -4.1756 -1.1225 -2.1143
H -6.4944 1.2460 -0.6958
H -6.8153 -0.4935 -0.7741
H -7.6156 1.6283 -2.8614
H -8.7053 0.7841 -1.7851
H -8.7812 -0.2258 -4.0251
H -8.1119 -1.3962 -2.9121
H -6.4947 0.3972 -4.8310
H -6.7737 -1.3397 -5.0230
H -5.7501 -0.8802 -3.7827
*
```

---

Below is C41H64AsMnN5O2SSbSi3 as an isolated structure at a distorted geometry, with properties calculated with ωB97M-V with the def2-TZVPD basis set.

Its expectation value of S² is 8.755. The value obtained for the LUMO energy (alpha / beta) is 2.485 / 2.483 eV. As for the energy relative to the best compared isomer or geometry (same formula, charge and spin): 0.00 kcal/mol. As for the highest occupied orbital energy (alpha / beta): -0.1603 / -0.1774 Eh.

```
! wB97M-V def2-TZVPD RIJCOSX def2/J DEFGRID3
* xyz -1 6
Mn 0.8968 -0.0652 0.4773
C -0.7530 5.0723 5.6281
C -0.3859 3.6589 5.2520
C -1.0883 2.9748 4.2657
C -0.7687 1.6682 3.9379
C 0.2598 1.0301 4.6126
C 0.9767 1.6939 5.5999
C 0.6530 3.0048 5.9110
S 0.6960 -0.6336 4.1790
O 1.5552 -1.1242 5.2333
O -0.5321 -1.3612 3.9583
N 1.4231 -0.5355 2.7570
C 2.7127 -0.0671 2.6142
C 3.6241 0.3071 3.6281
C 4.8609 0.7935 3.2783
C 5.2089 0.9073 1.9350
C 4.2779 0.5117 1.0046
N 3.0713 0.0283 1.3151
H -1.5007 5.4803 4.9477
H 0.1236 5.7242 5.6041
H -1.1609 5.1029 6.6414
H -1.8787 3.4845 3.7243
H -1.3059 1.1465 3.1556
H 1.7682 1.1718 6.1227
H 1.2215 3.5352 6.6698
H 3.3416 0.1911 4.6606
H 5.5598 1.0887 4.0515
H 6.1637 1.3076 1.6183
H 4.4996 0.5757 -0.0530
C -0.7475 1.2368 -4.3324
Sb -0.3931 1.6813 -2.2277
C 0.9616 0.0368 -1.8709
C 0.6271 -1.2349 -2.5513
C -0.4376 -2.0992 -2.2001
C -0.6568 -3.2706 -2.8938
C 0.1810 -3.6295 -3.9444
C 1.2271 -2.7694 -4.2199
N 1.4477 -1.6300 -3.5645
Si 2.6317 0.6544 -2.5012
C 2.8268 1.2295 -4.2996
C 4.0066 -0.5995 -2.1524
C 3.0766 2.2383 -1.5540
C -2.5570 1.3714 -1.4931
C -2.6115 0.6123 -0.1811
C -3.7675 0.6750 0.6166
C -3.8906 -0.0889 1.7557
C -2.8469 -0.9275 2.1058
C -1.7287 -0.9182 1.2996
N -1.5833 -0.1654 0.1934
Si -3.7960 0.6004 -2.6991
C -3.4084 -1.0760 -3.4525
C -5.4698 0.2144 -1.8998
C -4.1695 1.7780 -4.1227
Si -3.0599 3.2071 -1.1927
C -4.9341 3.5068 -1.1080
C -2.3633 3.8053 0.4294
C -2.5026 4.3516 -2.5832
H 0.2052 0.8992 -4.7434
H -1.0606 2.1446 -4.8552
H -1.4919 0.4563 -4.4822
H -1.0832 -1.8135 -1.3873
H -1.4891 -3.9142 -2.6248
H 0.0332 -4.5373 -4.5155
H 1.9326 -3.0036 -5.0163
H 2.5065 0.4769 -5.0260
H 3.8859 1.4579 -4.4812
H 2.2570 2.1512 -4.4718
H 4.0277 -1.3751 -2.9222
H 3.8273 -1.0850 -1.1866
H 4.9911 -0.1154 -2.1210
H 2.6006 3.1095 -2.0132
H 4.1614 2.4091 -1.5572
H 2.7428 2.1987 -0.5153
H -4.5796 1.3192 0.3047
H -4.7890 -0.0395 2.3591
H -2.8565 -1.5357 2.9986
H -0.8955 -1.5567 1.5651
H -3.5460 -1.8657 -2.7043
H -2.4054 -1.1829 -3.8586
H -4.1267 -1.2538 -4.2608
H -5.3580 -0.5343 -1.1080
H -6.1161 -0.2156 -2.6732
H -5.9870 1.0792 -1.4731
H -3.2594 2.0959 -4.6380
H -4.6946 2.6774 -3.7840
H -4.8091 1.2705 -4.8532
H -5.3526 3.2682 -0.1229
H -5.4969 2.9455 -1.8583
H -5.1167 4.5725 -1.2902
H -2.7086 3.1716 1.2536
H -2.6844 4.8340 0.6303
H -1.2708 3.7748 0.4394
H -2.8485 4.0018 -3.5627
H -1.4147 4.4420 -2.6190
H -2.9227 5.3497 -2.4135
N 0.7554 3.0183 1.4649
C 0.7383 1.9841 0.9425
C -0.3958 -4.4154 2.1467
C 0.3787 -4.5514 0.8357
As 1.5883 -3.0445 0.4454
C 2.8711 -3.3052 1.9215
C 3.3921 -4.7040 2.2539
C 2.4418 -3.8638 -1.1308
C 3.2558 -5.1466 -0.9746
H -0.9992 -5.3076 2.3277
H -1.0667 -3.5556 2.1352
H 0.2753 -4.2847 2.9987
H -0.3011 -4.6267 -0.0166
H 0.9736 -5.4659 0.8456
H 2.3480 -2.8926 2.7823
H 3.6995 -2.6250 1.7224
H 2.6098 -5.4649 2.2029
H 3.7885 -4.7140 3.2716
H 4.1939 -5.0100 1.5843
H 3.0526 -3.0949 -1.6006
H 1.5997 -4.0328 -1.8019
H 4.2291 -4.9504 -0.5240
H 3.4343 -5.5862 -1.9605
H 2.7468 -5.9008 -0.3702
*
```

---

Below is C41H64N8O2SSiW as an isolated structure, with properties calculated with ωB97M-V with the def2-TZVPD basis set.

Its expectation value of S² is 2.012. The value obtained for the LUMO energy (alpha / beta) is -5.756 / -6.267 eV. As for the energy relative to the best compared isomer or geometry (same formula, charge and spin): 1.49 kcal/mol. As for the highest occupied orbital energy (alpha / beta): -0.4908 / -0.4930 Eh.

```
! wB97M-V def2-TZVPD RIJCOSX def2/J DEFGRID3
* xyz 2 3
W -0.0237 0.4652 0.2131
C 4.4047 1.8497 3.1275
C 3.2415 2.7336 2.6623
C 2.2674 1.9780 1.8932
N 1.5124 1.3743 1.2773
H 5.0810 2.4505 3.7312
H 4.9593 1.4564 2.2776
H 4.0390 1.0231 3.7344
H 3.5819 3.5562 2.0293
H 2.7049 3.1699 3.5069
C -4.0604 0.2015 2.7689
C -2.9894 0.2695 3.8653
C -3.4704 -0.4973 5.1051
C -2.7512 1.7373 4.2416
Si -1.4205 -0.5424 3.2362
O -0.9598 0.2642 1.8260
C 0.0433 -0.3296 4.3950
C 0.6876 -1.3900 5.0340
C 1.7703 -1.1771 5.8811
C 2.2296 0.1107 6.1126
C 1.6017 1.1827 5.4904
C 0.5279 0.9623 4.6400
C -1.6981 -2.3271 2.7629
C -1.8319 -3.3284 3.7329
C -2.1054 -4.6417 3.3792
C -2.2684 -4.9849 2.0439
C -2.1671 -4.0061 1.0665
C -1.8848 -2.6961 1.4279
H -5.0091 0.5824 3.1568
H -4.2329 -0.8209 2.4224
H -3.7886 0.8170 1.9068
H -4.3596 -0.0091 5.5129
H -2.7159 -0.5143 5.8964
H -3.7462 -1.5263 4.8660
H -3.7005 2.1949 4.5341
H -2.3547 2.3164 3.4025
H -2.0709 1.8363 5.0885
H 0.3556 -2.4072 4.8693
H 2.2360 -2.0168 6.3831
H 3.0545 0.2816 6.7922
H 1.9348 2.1922 5.7012
H 0.0419 1.8134 4.1738
H -1.7440 -3.0859 4.7857
H -2.2050 -5.3965 4.1481
H -2.4904 -6.0076 1.7697
H -2.3223 -4.2627 0.0254
H -1.8390 -1.9413 0.6468
N 2.2688 -3.4595 2.9957
N 1.7498 -2.8818 1.8705
N 1.3283 -3.6088 0.8563
C 0.7975 -2.6895 0.0738
N 0.9163 -1.4699 0.6128
N 1.5447 -1.6133 1.7747
H 2.8787 -4.2242 2.7312
H 2.7112 -2.7481 3.5672
H 0.3291 -2.8977 -0.8732
C 0.2010 4.1800 -1.1438
C -1.2584 4.2128 -0.6894
C -1.4094 3.9097 0.8034
C -2.1759 3.3752 -1.5614
C -3.0882 4.0233 -2.3907
C -3.9886 3.3185 -3.1699
C -4.0175 1.9350 -3.1054
C -3.1285 1.2273 -2.3040
C -3.3068 -0.2762 -2.1687
C -2.1324 -1.1482 -2.6191
C -3.7773 -0.6204 -0.7528
C -2.2066 1.9809 -1.5729
O -1.2835 1.2911 -0.8027
H 0.8015 4.8483 -0.5235
H 0.2973 4.5109 -2.1790
H 0.6306 3.1787 -1.0835
H -1.6025 5.2403 -0.8284
H -1.0547 2.9117 1.0740
H -2.4525 3.9781 1.1139
H -0.8380 4.6331 1.3876
H -3.0946 5.1061 -2.4081
H -4.6857 3.8470 -3.8058
H -4.7524 1.3848 -3.6803
H -4.1259 -0.5253 -2.8478
H -1.2133 -0.9585 -2.0545
H -1.9008 -0.9878 -3.6734
H -2.3891 -2.2015 -2.4882
H -3.0322 -0.3428 -0.0029
H -3.9756 -1.6893 -0.6564
H -4.6942 -0.0825 -0.5120
C 1.8303 0.7629 -6.7847
C 1.2978 2.1219 -6.3377
C 1.1383 2.2915 -4.8287
C 0.1692 1.3167 -4.1668
N 0.7445 -0.0184 -3.9465
C 1.4917 -0.3917 -2.9223
S 1.7846 0.6965 -1.5859
N 2.0585 -1.5979 -2.9616
C 3.1527 -2.0748 -2.1073
C 4.5186 -1.8205 -2.7354
C 4.6853 -2.3977 -4.1410
C 4.4331 -3.8990 -4.2275
H 2.0995 0.7810 -7.8397
H 1.0822 -0.0294 -6.6807
H 2.7239 0.4775 -6.2226
H 0.3370 2.3129 -6.8238
H 1.9739 2.9011 -6.6934
H 0.7699 3.2995 -4.6228
H 2.1098 2.2131 -4.3305
H -0.7201 1.1711 -4.7836
H -0.1641 1.6913 -3.2054
H 0.7267 -0.6358 -4.7468
H 1.9429 -2.1188 -3.8219
H 2.9882 -3.1397 -1.9395
H 3.0731 -1.5611 -1.1529
H 5.2681 -2.2577 -2.0701
H 4.7008 -0.7423 -2.7512
H 5.7003 -2.1811 -4.4761
H 4.0350 -1.8651 -4.8441
H 5.0740 -4.4448 -3.5329
H 4.6400 -4.2717 -5.2294
H 3.3984 -4.1674 -3.9948
*
```